1.
ORCA calculation (ωB97M-V/def2-TZVPD) on 3 unconnected molecules or ions with the total composition C29H47N3O12S2.

As for the orbital gap: 7.8 eV. Its structure (SMILES) is CCCCCCCc1c(N)c2c(c(N=C=O)c1O)C(=O)C(OCCNC[C@H](C)O)=CC2=O.CCOS(C)(=O)=O.CCOS(C)(=O)=O.

Structure (ORCA input):
```
! RIJCOSX wB97M-V def2-TZVPD def2/J DEFGRID3
* xyz 0 1
C 5.445 -2.825 -0.007
C 3.950 -2.567 -0.152
C 3.680 -1.504 -1.226
C 3.722 -0.065 -0.671
C 2.497 0.797 -1.039
C 2.901 2.249 -1.275
C 1.785 3.148 -1.852
C 0.382 2.822 -1.419
C -0.023 2.833 -0.073
N 0.886 3.127 0.950
C -1.348 2.541 0.253
C -2.294 2.250 -0.733
C -1.902 2.241 -2.058
N -2.813 1.911 -3.131
C -3.189 2.872 -3.787
O -3.534 3.773 -4.416
C -0.571 2.518 -2.377
O -0.215 2.517 -3.708
C -3.710 1.986 -0.345
O -4.630 2.227 -1.092
C -3.907 1.439 1.032
O -4.959 0.647 1.327
C -6.263 1.123 0.962
C -6.905 0.245 -0.079
N -6.819 -1.163 0.294
C -7.678 -2.003 -0.526
C -7.133 -2.115 -1.964
C -7.912 -1.284 -2.987
O -7.141 -3.458 -2.434
C -2.987 1.721 1.958
C -1.816 2.559 1.656
O -1.310 3.238 2.526
H 5.664 -3.528 0.794
H 5.970 -1.899 0.226
H 5.854 -3.195 -0.945
H 3.434 -3.503 -0.347
H 3.602 -2.202 0.816
H 4.484 -1.597 -1.955
H 2.751 -1.702 -1.755
H 4.597 0.430 -1.093
H 3.885 -0.060 0.404
H 2.021 0.365 -1.917
H 1.810 0.755 -0.196
H 3.325 2.649 -0.355
H 3.721 2.253 -1.991
H 1.856 3.108 -2.929
H 1.988 4.184 -1.566
H 1.844 3.133 0.639
H 0.675 3.978 1.448
H -0.570 1.709 -4.099
H -6.872 1.069 1.868
H -6.253 2.160 0.650
H -6.440 0.389 -1.052
H -7.958 0.544 -0.190
H -7.089 -1.261 1.266
H -8.723 -1.669 -0.529
H -7.680 -3.008 -0.105
H -6.099 -1.770 -1.916
H -7.240 -0.652 -3.560
H -8.593 -0.614 -2.470
H -8.467 -1.947 -3.641
H -6.807 -4.039 -1.745
H -3.099 1.351 2.966
C 4.675 7.486 1.801
C 4.618 7.221 3.291
O 3.735 6.130 3.636
S 4.228 4.652 3.334
C 2.981 3.799 4.233
O 5.499 4.452 3.960
O 4.061 4.375 1.937
H 5.129 6.656 1.263
H 5.267 8.381 1.609
H 3.672 7.632 1.399
H 5.610 7.024 3.702
H 4.209 8.082 3.814
H 3.090 4.027 5.289
H 3.134 2.737 4.052
H 2.005 4.103 3.863
C 1.559 -8.810 -1.595
C 1.041 -8.019 -0.411
O 1.983 -7.963 0.684
S 3.246 -7.014 0.526
C 3.783 -7.071 2.200
O 2.791 -5.695 0.207
O 4.224 -7.650 -0.300
H 2.412 -8.320 -2.061
H 0.772 -8.910 -2.343
H 1.879 -9.804 -1.281
H 0.763 -7.004 -0.697
H 0.159 -8.498 0.007
H 3.030 -6.607 2.829
H 4.717 -6.516 2.248
H 3.947 -8.108 2.479
*
```

Atomic partial charges in e from the Mulliken method, atoms 1 to 5: -1.328, 0.006, -0.777, -0.956, 0.204



2.
ORCA calculation (ωB97M-V/def2-TZVPD) on 8 unconnected molecules or ions with the total composition C29H47N5O9 in a non-equilibrium geometry.

As for the orbital gap: 11.0 eV. Its structure (SMILES) is O=C1OCCO1.O=C1OCCO1.O=C1OCCO1.CCCC#N.CCCC#N.CCCC#N.CCCC#N.CCCC#N.

Structure (ORCA input):
```
! RIJCOSX wB97M-V def2-TZVPD def2/J DEFGRID3
* xyz 0 1
O 1.507 4.132 4.013
C 0.276 4.324 4.360
O -0.840 3.855 3.712
C -1.915 3.979 4.626
C -1.546 5.253 5.190
O -0.105 5.134 5.393
H -2.929 4.011 4.228
H -1.996 3.031 5.158
H -2.127 5.500 6.079
H -1.733 6.017 4.435
O -3.320 8.669 0.555
C -4.319 8.296 -0.098
O -5.240 9.010 -0.817
C -6.169 8.154 -1.435
C -5.981 6.940 -0.530
O -4.625 6.987 -0.220
H -7.217 8.386 -1.248
H -5.928 7.927 -2.473
H -6.097 6.120 -1.239
H -6.421 6.957 0.467
O -2.207 -3.512 -8.599
C -3.380 -3.346 -8.732
O -4.187 -3.753 -9.675
C -5.372 -3.031 -9.636
C -5.474 -2.524 -8.187
O -4.122 -2.552 -7.881
H -5.209 -2.161 -10.272
H -6.312 -3.541 -9.846
H -6.021 -3.085 -7.430
H -5.738 -1.486 -7.985
C 2.153 6.343 -4.401
C 1.147 5.451 -3.743
C 0.563 4.466 -4.783
C -0.319 5.023 -5.863
N -0.967 5.401 -6.751
H 2.232 7.286 -3.859
H 1.844 6.797 -5.342
H 3.192 6.043 -4.536
H 0.357 5.914 -3.152
H 1.542 4.809 -2.954
H -0.278 3.845 -4.476
H 1.262 3.776 -5.256
C 3.829 -7.545 -3.543
C 5.034 -7.511 -4.528
C 5.412 -6.059 -4.895
C 6.212 -5.492 -3.813
N 6.880 -5.067 -2.984
H 3.184 -6.673 -3.646
H 4.232 -7.569 -2.531
H 3.265 -8.468 -3.672
H 4.785 -8.016 -5.461
H 5.821 -8.189 -4.197
H 4.593 -5.407 -5.201
H 6.145 -6.088 -5.700
C 5.007 -2.036 4.410
C 6.418 -2.190 3.652
C 7.565 -2.726 4.525
C 7.410 -4.144 4.566
N 7.281 -5.307 4.591
H 4.938 -1.280 5.192
H 4.614 -2.938 4.880
H 4.365 -1.649 3.619
H 6.736 -1.210 3.296
H 6.250 -2.762 2.740
H 7.379 -2.401 5.549
H 8.620 -2.729 4.252
C 0.048 -1.738 -1.982
C -0.379 -0.888 -0.722
C -1.784 -1.181 -0.164
C -2.761 -0.435 -0.923
N -3.606 0.175 -1.477
H -0.669 -1.639 -2.797
H -0.007 -2.742 -1.561
H 1.054 -1.529 -2.348
H -0.215 0.176 -0.895
H 0.297 -1.199 0.075
H -1.776 -0.611 0.765
H -2.133 -2.213 -0.199
C -0.753 -1.685 10.092
C -2.142 -2.338 10.158
C -2.471 -3.607 9.295
C -2.383 -3.449 7.817
N -2.249 -3.238 6.677
H -0.273 -1.496 11.052
H -0.791 -0.869 9.370
H -0.013 -2.420 9.778
H -2.856 -1.590 9.814
H -2.497 -2.498 11.177
H -3.522 -3.800 9.508
H -2.078 -4.579 9.592
*
```

Atomic partial charges in e from the Mulliken method, atoms 1 to 5: -0.587, 0.649, -0.277, -0.364, -0.275



3.
ORCA calculation (ωB97M-V/def2-TZVPD) on a molecular structure, C29H48BrN3P2RuS in a non-equilibrium geometry.

As for the orbital gap (spin up / spin down): 6.6 / 4.6 eV.

Structure (ORCA input):
```
! RIJCOSX wB97M-V def2-TZVPD def2/J DEFGRID3
* xyz 4 5
N -6.841 5.287 -5.499
C -6.655 5.838 -4.294
C -5.816 5.272 -3.317
C -5.177 4.018 -3.548
C -5.437 3.458 -4.820
C -6.203 4.138 -5.761
C -4.299 3.388 -2.548
Ru -1.653 0.184 0.374
P 5.406 -0.754 -0.057
C -3.492 2.311 -2.792
C -2.305 1.940 -2.018
C -1.238 1.447 -2.739
C 0.042 1.354 -2.183
C 0.244 1.764 -0.876
C -0.833 2.289 -0.065
C -2.138 2.250 -0.632
Br 1.877 1.573 -0.049
H -4.260 3.894 -1.572
H -3.565 1.853 -3.779
H -5.680 5.832 -2.395
H -5.049 2.489 -5.084
H -7.201 6.774 -4.109
H -6.339 3.757 -6.774
H -1.381 1.249 -3.787
H -3.002 2.677 -0.103
H 0.846 1.052 -2.835
H -0.690 2.727 0.936
P -0.738 -1.871 -0.036
C 5.240 1.100 0.127
C 6.442 1.961 -0.295
H 5.005 1.279 1.194
H 4.358 1.355 -0.494
H 6.264 2.987 0.049
H 7.397 1.636 0.138
H 6.541 2.015 -1.387
C 4.756 -1.208 -1.709
C 5.581 -2.306 -2.403
H 4.803 -0.288 -2.311
H 3.704 -1.516 -1.627
H 5.288 -2.391 -3.452
H 6.653 -2.090 -2.381
H 5.422 -3.292 -1.952
C 4.387 -1.638 1.202
C 5.248 -1.916 2.457
H 4.079 -2.605 0.764
H 3.488 -1.048 1.449
H 4.767 -2.654 3.109
H 6.229 -2.323 2.180
H 5.413 -1.014 3.061
C -0.671 -3.096 1.301
C -1.642 -4.276 1.319
H -0.765 -2.518 2.240
H 0.373 -3.449 1.278
H -2.647 -3.998 1.661
H -1.717 -4.784 0.353
H -1.251 -5.010 2.037
C 0.641 -2.037 -1.220
C 0.214 -2.149 -2.682
H 1.222 -2.909 -0.881
H 1.303 -1.165 -1.086
H -0.518 -2.953 -2.822
H -0.216 -1.205 -3.039
H 1.086 -2.368 -3.309
C -2.337 -1.831 -0.914
C -3.543 -1.693 0.003
H -2.315 -2.762 -1.483
H -2.302 -0.999 -1.633
H -4.202 -0.896 -0.365
H -4.099 -2.635 0.047
H -3.223 -1.405 1.030
S -2.072 -0.069 2.719
C -0.971 -0.367 4.059
N -0.310 0.672 4.608
C 0.354 0.629 5.920
C 0.793 -0.785 6.201
C -0.304 -1.799 5.998
N -0.950 -1.557 4.697
H -0.490 1.564 4.162
H -0.340 0.993 6.695
H 1.205 1.313 5.872
H 1.176 -0.857 7.213
H 1.622 -1.033 5.531
H -1.065 -1.742 6.796
H 0.093 -2.817 5.988
H -1.625 -2.242 4.349
*
```

Atomic partial charges in e from the Mulliken method, atoms 1 to 5: -0.169, -0.307, -0.326, 0.653, -0.267



Calculated ΔE to the lowest compared entry with this formula, charge and spin, 0.0; 156.3; 35.4 kJ/mol (same order as the records).